The following is a quantum chemistry calculation of a structure of composition C32H46BrCoN3P2 in a non-equilibrium geometry, from the Open Molecules 2025 dataset.

```
! RIJCOSX wB97M-V def2-TZVPD def2/J DEFGRID3
* xyz 2 4
Br -1.678 -0.756 0.638
Co 0.167 0.359 -0.174
P -4.220 -1.083 4.166
P 0.484 2.290 0.813
N 4.035 -1.149 -0.195
N -1.860 4.213 -10.225
N 1.889 -0.656 -0.226
C -0.820 2.303 -6.551
C -1.052 2.280 -9.047
C -1.984 2.219 -3.044
C -1.092 2.843 1.552
C -1.132 2.966 -7.809
C -1.105 1.995 -4.126
C -1.757 4.052 0.897
C 0.120 0.324 -2.867
C -4.425 -2.089 2.650
C -1.571 4.314 -7.842
C 2.924 -4.557 -1.204
C -5.214 1.451 4.765
C -1.827 1.486 -1.863
C -0.755 0.609 -1.818
C -1.909 4.889 -9.074
C -1.449 2.938 -10.220
C 3.867 -3.576 -0.883
C 1.553 -4.252 -1.266
C 1.074 -2.965 -0.983
C 1.049 3.528 -0.403
C -1.972 -2.017 5.470
C -1.323 2.708 -5.355
C -2.416 -0.978 4.437
C -5.806 -2.753 2.616
C 3.123 -0.181 0.028
C 2.775 3.188 2.269
C 2.199 3.048 -1.290
C 3.376 -2.304 -0.615
C -0.072 1.041 -4.050
C -4.673 0.603 3.609
C 1.648 2.160 2.219
C 2.021 -1.992 -0.632
H -5.438 0.483 2.828
H 3.502 3.033 1.462
H -2.237 5.929 -9.139
H -3.779 1.056 3.158
H 3.242 -5.580 -1.407
H -2.754 4.186 1.330
H -6.091 -3.165 3.591
H -1.948 -3.022 5.042
H 2.242 1.954 -1.395
H -4.277 -1.430 1.784
H 0.843 -5.035 -1.530
H -0.228 1.384 -6.633
H 3.389 0.814 0.393
H -2.020 3.552 -5.302
H -1.742 1.955 1.511
H 0.917 -0.407 -2.778
H 0.024 -2.684 -1.000
H -5.923 0.888 5.384
H 5.037 -1.047 -0.072
H -0.965 -1.792 5.829
H -2.206 0.040 4.799
H 1.316 4.450 0.139
H -1.432 2.416 -11.185
H -1.922 -1.116 3.462
H 2.388 4.213 2.204
H 2.067 3.450 -2.303
H -3.626 -2.844 2.645
H -1.882 3.927 -0.186
H -1.644 4.924 -6.943
H -6.580 -2.045 2.302
H 2.052 1.138 2.212
H 4.933 -3.764 -0.827
H -2.807 2.932 -3.161
H -0.878 3.041 2.613
H -2.485 1.591 -1.010
H -1.187 4.971 1.083
H -4.410 1.819 5.410
H 0.171 3.763 -1.026
H -0.716 1.245 -9.109
H -5.742 2.325 4.372
H -5.809 -3.572 1.892
H 1.029 2.222 3.126
H -2.636 -2.034 6.341
H 0.563 0.868 -4.916
H 3.172 3.391 -0.917
H 3.315 3.093 3.219
*
```

Largest force on an atom = 3.38 eV/A
Expectation value of S² = 4.156

These are the Mulliken partial charges, in e, on atoms 1 to 5: atom 1 (Br): -0.3392, atom 2 (Co): -0.8701, atom 3 (P): 0.3168, atom 4 (P): 1.1049, atom 5 (N): -0.0142


The following is a quantum chemistry calculation of an isolated molecule of C5H5N3 in a non-equilibrium geometry, from the Open Molecules 2025 dataset.

```
! RIJCOSX wB97M-V def2-TZVPD def2/J DEFGRID3
* xyz 0 1
N -1.285 0.413 -0.653
N 0.657 -0.701 -0.904
N -0.879 0.487 -1.958
C -0.403 -0.533 1.344
C 0.289 -0.248 -2.109
C -0.340 -0.226 -0.112
C 1.535 0.642 2.757
C 0.648 0.156 2.079
H -0.260 -1.616 1.519
H -1.490 0.770 -2.713
H 2.302 1.019 3.407
H -1.389 -0.071 1.559
H 1.019 -0.242 -2.928
*
```

Largest force on an atom = 3.55 eV/A

These are the Mulliken partial charges, in e, on atoms 1 to 5: atom 1 (N): -0.5669, atom 2 (N): -0.5621, atom 3 (N): 0.0703, atom 4 (C): -0.2466, atom 5 (C): -0.0804


The following is a quantum chemistry calculation of a structure of composition C27H36N3O2Re, from the Open Molecules 2025 dataset.

```
! RIJCOSX wB97M-V def2-TZVPD def2/J DEFGRID3
* xyz 3 4
Re 0.934 -0.077 0.433
O 0.442 1.775 -0.316
O 2.186 -1.742 0.878
N 0.270 -0.002 2.255
N -1.120 -1.870 2.344
N -0.776 -0.609 4.234
C -2.189 -2.669 6.955
C -1.250 -1.975 6.198
C 1.821 2.053 -0.734
C 0.189 -1.890 6.617
C 0.864 1.186 2.832
C -1.509 -2.661 -1.761
C -0.655 2.140 -1.286
C -0.650 -1.666 -1.359
C -3.045 -1.405 4.640
C -1.712 -1.363 5.034
C -0.543 -0.822 2.953
C -1.212 -2.131 0.969
C 2.097 1.114 3.504
C 3.637 -1.779 0.600
C 2.247 1.025 -1.778
C 0.158 2.390 2.707
C 2.785 -0.184 3.822
C -2.199 -3.400 -0.799
C -2.855 -3.960 1.566
C -0.479 -1.391 0.018
C 2.622 2.315 3.983
C -2.073 -3.159 0.565
C 1.941 3.513 3.840
C -3.518 -2.749 6.566
C -3.952 -2.116 5.408
C 0.695 3.554 3.215
C -1.880 2.488 -0.498
H -2.660 2.785 -1.202
H -4.222 -3.295 7.179
H -0.108 -1.101 -2.113
H 4.037 -0.827 0.942
H -0.808 2.389 2.218
H -2.258 1.631 0.063
H 3.572 2.300 4.502
H -3.616 -3.344 2.053
H 2.382 -0.604 4.748
H 0.153 4.487 3.137
H -4.994 -2.150 5.121
H 1.885 3.081 -1.090
H 1.763 1.215 -2.736
H 1.963 -0.040 -1.542
H -0.256 2.977 -1.856
H 0.847 -2.371 5.888
H -1.649 -2.877 -2.812
H 3.848 -0.025 3.989
H 0.338 -2.390 7.571
H 0.519 -0.855 6.752
H -3.381 -0.854 3.768
H -2.217 -4.390 2.343
H 3.797 -1.929 -0.464
H 2.414 2.014 0.194
H -1.869 -3.154 7.869
H 2.375 4.422 4.236
H -0.211 0.091 4.700
H 3.327 1.004 -1.917
H -2.866 -4.190 -1.122
H -1.706 -2.435 2.953
H -3.365 -4.789 1.082
H -0.794 1.276 -1.935
H -1.698 3.328 0.168
H 2.658 -0.944 3.053
H 4.063 -2.589 1.184
H 1.793 -2.615 0.725
*
```

Largest force on an atom = 0.60 eV/A
Expectation value of S² = 3.784

These are the Mulliken partial charges, in e, on atoms 1 to 5: atom 1 (Re): 0.2934, atom 2 (O): -0.3560, atom 3 (O): -0.4746, atom 4 (N): 0.9359, atom 5 (N): 0.1712


The following is a quantum chemistry calculation of a structure of composition C32H32BrN14O4SV, from the Open Molecules 2025 dataset.

```
! RIJCOSX wB97M-V def2-TZVPD def2/J DEFGRID3
* xyz -1 4
Br -4.529 3.803 -5.109
V 1.131 -0.243 0.219
S -1.727 -1.747 -0.085
O -0.593 0.301 -2.202
O -0.730 2.587 2.628
O -2.224 1.839 -0.803
O -2.366 -1.598 -1.436
N 2.998 -0.811 1.063
N 0.776 -2.455 -2.032
N 1.166 -3.645 -2.362
N 1.993 1.144 -1.178
N 1.415 -2.084 -0.898
N 2.088 -4.090 -1.499
N -0.026 -0.955 -4.581
N 4.603 -2.058 1.900
N 3.046 -3.165 0.486
N 3.778 -0.051 1.863
N -0.637 0.228 -6.373
N 0.566 1.543 1.023
N 0.235 -0.815 2.183
N 4.718 -0.791 2.350
C 1.501 -2.232 -8.146
C 1.753 2.428 -0.887
C -3.041 -1.458 1.119
C -0.227 0.265 2.828
C -1.517 1.048 -2.880
C -0.602 -1.002 4.813
C -3.253 2.726 -2.815
C 0.587 -1.553 -5.654
C 3.540 -2.027 1.120
C -0.120 -2.120 4.146
C -4.296 -2.270 0.855
C -2.214 -4.430 -0.775
C 0.858 2.742 0.289
C -2.965 2.761 -0.018
C 0.666 -1.137 -8.040
C -2.496 1.830 -4.936
C 1.871 -2.986 -7.018
C 1.421 -2.665 -5.752
C -2.357 1.904 -2.150
C 2.295 3.453 -1.657
C 2.751 0.840 -2.238
C -3.295 2.670 -4.205
C 2.218 -3.106 -0.616
C -0.161 1.606 2.121
C -1.430 -3.537 0.186
C -0.743 0.100 -5.069
C 3.306 1.801 -3.055
C -1.591 0.997 -4.262
C 0.295 -1.979 2.835
C -0.647 0.211 4.150
C 0.199 -0.793 -6.769
C 3.074 3.137 -2.752
H -2.766 3.790 -0.330
H -0.042 -3.081 4.636
H -2.624 2.628 1.005
H -1.655 -3.730 1.237
H -1.538 -5.117 -1.281
H -1.045 -0.556 -2.018
H -0.987 1.127 4.613
H -0.052 3.214 -0.103
H -4.132 -3.332 1.044
H -3.914 3.391 -2.281
H -4.038 2.565 -0.094
H 0.373 -0.558 -8.907
H 1.681 -3.249 -4.878
H -0.918 -1.077 5.847
H 3.683 -3.945 0.488
H -3.226 -0.384 1.038
H 1.346 3.494 0.919
H -2.597 -1.647 2.102
H -4.609 -2.150 -0.183
H 3.498 3.922 -3.366
H 0.712 -2.815 2.283
H -0.357 -3.649 0.046
H -5.107 -1.933 1.502
H 3.905 1.509 -3.906
H 2.094 4.483 -1.392
H 0.070 -1.267 -3.615
H 2.898 -0.217 -2.422
H -2.539 1.791 -6.013
H -2.980 -5.006 -0.256
H 1.878 -2.524 -9.119
H 2.520 -3.843 -7.148
H -2.695 -3.824 -1.544
*
```

Largest force on an atom = 0.53 eV/A
Expectation value of S² = 3.759

These are the Mulliken partial charges, in e, on atoms 1 to 5: atom 1 (Br): -0.2453, atom 2 (V): 0.2562, atom 3 (S): 1.3180, atom 4 (O): 1.3897, atom 5 (O): -0.8441


| no. | E_tot (eV) |
| --- | --- |
| 1 | -164632.9130 |
| 2 | -9733.8062 |
| 3 | -39250.7085 |
| 4 | -169325.1875 |